1.
C26H24BrNO3P2 in the gas phase in a non-equilibrium geometry, computed with wB97M-V/def2-TZVPD.

Structure (XYZ):
```
57
Properties=species:S:1:pos:R:3:forces:R:3:lowdin_charge:R:1
C 5.764374 -1.817874 -1.456085 -0.4 0.6 -0.2 0.028
C 4.733624 -0.897598 -1.616408 0.7 -0.6 0.4 -0.110
C 4.237241 -0.185026 -0.414734 -1.8 -1.5 0.4 -0.162
C 5.051761 0.732062 0.234903 0.2 0.0 -0.2 -0.001
C 4.613435 1.421608 1.357917 0.0 -0.2 -0.3 -0.062
C 3.348834 1.192626 1.885083 0.1 -0.5 0.8 -0.261
P 2.884780 2.185698 3.343164 -0.3 1.6 -0.5 0.740
N 2.579020 3.676682 2.926108 -0.2 -0.5 0.4 -0.300
C 2.507035 0.269554 1.256097 0.3 0.3 -0.1 -0.069
C 2.956721 -0.386836 0.111983 -0.3 0.2 0.1 -0.032
C 1.985166 -1.315774 -0.530913 -0.2 0.3 0.3 -0.267
O 2.293478 -2.395581 -0.966330 0.2 -0.3 -0.4 0.142
C 0.581181 -0.796131 -0.543350 -0.4 0.3 0.0 -0.024
C -0.260829 -0.905419 -1.642855 0.2 -0.3 -0.2 -0.228
C 0.180854 -1.565090 -2.927041 -0.5 0.3 -0.1 -0.602
Br 0.320939 -0.108003 -4.270885 0.3 -0.1 0.0 0.700
C -0.828233 -2.572897 -3.468555 -0.2 -0.1 0.4 -0.294
C -1.292104 -3.602767 -2.427945 -0.1 -0.2 -0.5 -0.079
C -1.533900 -0.358926 -1.557437 -0.3 0.2 0.1 0.015
C -2.002752 0.292006 -0.427175 0.3 0.0 0.1 -0.168
C -3.376634 0.864644 -0.443322 -0.1 -0.1 0.2 -0.243
C -4.411025 0.259669 0.263922 -0.2 0.2 -0.1 -0.051
C -5.674864 0.831613 0.254885 -0.4 0.0 0.0 -0.079
C -5.935920 1.995427 -0.450561 0.4 0.2 -0.3 -0.084
C -4.911576 2.591607 -1.177923 -0.1 -0.3 0.3 -0.070
C -3.647793 2.020658 -1.162777 0.1 0.3 -0.4 -0.031
C -1.161954 0.406901 0.697724 0.5 -0.5 0.6 -0.208
P -1.856012 1.316118 2.153311 -1.3 1.0 -0.7 0.954
C -2.459044 -0.069241 3.217416 0.4 0.1 -0.1 -0.249
O -0.616359 2.055806 2.979904 -0.2 -0.6 0.1 -0.336
C 0.116581 -0.140926 0.607894 0.3 0.0 -0.1 -0.060
C 1.114318 -0.048926 1.723750 0.1 0.0 -0.5 -0.295
O 0.843519 -0.256352 2.876817 -0.1 -0.1 0.5 0.088
H 5.557541 -2.768887 -0.968844 0.5 0.8 1.9 0.062
H 6.787737 -1.609771 -1.758814 -0.4 -1.0 -1.9 0.054
H 4.251321 -0.714443 -2.575674 1.1 1.4 -0.3 0.113
H 6.035067 0.912482 -0.178284 0.0 0.0 0.1 0.120
H 5.280322 2.147428 1.803558 0.0 0.0 0.1 0.111
H 4.009972 2.138661 4.194526 0.0 -0.6 -0.1 0.003
H 1.836870 1.541791 4.007602 0.3 -0.4 0.1 -0.004
H 1.629189 3.892655 3.215448 0.0 0.3 -0.2 -0.058
H 1.177871 -1.969290 -2.839335 0.0 -0.1 -0.1 0.075
H -0.405556 -3.097159 -4.323578 0.1 0.1 -0.1 0.108
H -1.697970 -2.026699 -3.831043 0.0 0.1 -0.1 0.084
H -0.602460 -4.443932 -2.381539 0.1 0.1 0.3 0.077
H -1.458121 -3.180811 -1.439733 0.1 0.0 0.1 0.070
H -2.247257 -4.011286 -2.761528 0.0 -0.1 0.0 0.074
H -2.205960 -0.406292 -2.404865 0.1 0.0 -0.1 0.131
H -4.259928 -0.647990 0.831190 0.2 -0.1 -0.1 0.106
H -6.489289 0.366075 0.794805 0.1 -0.1 0.1 0.103
H -6.909315 2.464417 -0.455414 -0.1 -0.2 0.1 0.101
H -5.100264 3.503468 -1.726264 0.1 0.0 -0.1 0.104
H -2.857997 2.492146 -1.736320 0.1 0.0 0.1 0.122
H -3.315677 0.278937 3.790356 0.1 0.1 0.2 0.032
H -1.674581 -0.462202 3.865259 0.0 -0.1 0.0 0.036
H -2.811116 -0.867904 2.568301 0.1 -0.1 0.0 0.029
H -0.674269 1.779313 3.903584 0.3 0.0 0.0 0.045
```
Forces are in eV/Å.

Results
Maximum force = 2.4 eV/A
Charge = 0
Kohn-Sham gap = 7.107 eV
LUMO = -0.88 eV
Calculated total energy = -123600.245 eV

=====

2.
A molecular structure, C26H24Cl2CrN8O2S2, computed with wB97M-V/def2-TZVPD.

Structure (XYZ):
```
65
Properties=species:S:1:pos:R:3:forces:R:3:lowdin_charge:R:1
Cr -0.384931 1.174575 1.878243 0.0 0.1 0.1 0.524
C -1.908779 4.794333 0.113861 0.0 0.0 0.0 -0.002
C -1.274242 3.497025 0.469645 0.1 0.0 0.0 -0.240
N -1.324550 2.932450 1.624767 -0.1 0.0 0.0 -0.071
N -2.173599 3.418433 2.581404 0.6 0.1 0.5 -0.034
C -2.066285 2.803761 3.754985 0.0 0.1 -0.2 -0.776
N -2.942603 3.163738 4.690329 0.0 0.0 0.1 0.134
S -0.893135 1.591128 4.152993 0.0 -0.1 0.0 0.703
C -0.524634 2.721910 -0.545719 0.0 0.0 0.0 -0.236
C -0.406660 3.131974 -1.859320 0.0 0.0 0.0 0.010
C 0.264206 2.315822 -2.760862 0.0 0.0 0.0 -0.006
C 0.789707 1.112479 -2.326770 0.0 0.0 0.0 -0.017
C 0.627772 0.763131 -0.996089 0.0 0.0 0.0 -0.081
N -0.006948 1.548386 -0.127498 0.1 0.0 0.0 0.021
H -2.691625 4.635725 -0.630807 0.0 0.0 0.0 0.087
H -1.154192 5.455606 -0.316722 0.0 0.0 0.0 0.102
H -2.343958 5.267663 0.987749 0.0 0.0 0.0 0.088
H -3.487130 3.435540 2.003954 -0.8 0.0 -0.4 0.030
H -3.647104 3.855206 4.489472 0.0 0.0 0.0 0.126
H -2.972614 2.673787 5.566733 0.0 0.0 0.0 0.107
H -0.847142 4.064845 -2.178277 0.0 0.0 0.0 0.126
H 0.362721 2.617077 -3.795051 0.0 0.0 0.0 0.127
H 1.307110 0.439819 -2.997503 0.0 0.0 0.0 0.100
H 1.006862 -0.178086 -0.616354 0.0 0.0 0.0 0.121
C 3.944952 -1.753091 -3.961837 0.0 0.0 0.0 -0.064
O 2.558949 -1.594755 -3.689743 0.0 0.1 0.0 -0.102
C 1.952443 -2.543558 -2.929857 0.0 -0.1 0.1 -0.286
C 2.616917 -3.585420 -2.291196 0.0 0.0 0.0 -0.004
C 1.885986 -4.502634 -1.545345 0.0 0.0 0.0 -0.023
C 0.517842 -4.359424 -1.384794 0.1 0.0 -0.1 -0.281
C -0.148021 -3.333379 -2.056307 0.0 -0.1 0.0 -0.009
C 0.564454 -2.439004 -2.825024 0.0 0.0 0.0 -0.001
N -0.142640 -5.380432 -0.617492 0.0 0.0 0.0 0.088
N -0.973179 -5.097716 0.253703 -0.1 0.0 0.0 0.093
C -1.224988 -3.719808 0.576899 0.0 0.0 0.1 -0.239
C -2.481396 -3.196917 0.420617 0.0 0.0 0.0 -0.003
C -2.766246 -1.846377 0.695584 0.0 0.0 0.0 0.041
C -1.776350 -1.022089 1.176872 -0.1 0.0 0.0 -0.307
O -1.945920 0.265777 1.465301 -0.1 -0.1 -0.1 -0.191
C -0.493254 -1.577582 1.413359 0.1 0.0 0.0 -0.139
N 0.442335 -0.713753 1.920683 0.0 0.0 0.0 0.003
C 1.645498 -1.165551 2.212510 0.0 0.0 0.0 -0.098
C 2.008719 -2.504048 2.012107 0.0 0.0 0.0 -0.013
C 1.098533 -3.374455 1.472134 0.0 0.0 0.0 0.036
C -0.198012 -2.924506 1.141086 0.0 0.0 0.0 -0.089
H 4.216353 -0.939207 -4.627089 0.0 0.0 0.0 0.096
H 4.139403 -2.706089 -4.457035 0.0 0.0 0.0 0.102
H 4.538907 -1.687938 -3.047241 0.0 0.0 0.0 0.094
H 3.684722 -3.713250 -2.388915 0.0 0.0 0.0 0.108
H 2.383400 -5.343943 -1.079103 0.0 0.0 0.0 0.122
H -1.224187 -3.251518 -2.006175 0.0 0.0 0.0 0.121
H 0.056132 -1.663274 -3.382667 0.0 0.0 0.0 0.121
H -3.264727 -3.838105 0.035601 0.0 0.0 0.0 0.129
H -3.755044 -1.441837 0.526419 0.0 0.0 0.0 0.128
H 2.347240 -0.453373 2.629483 0.0 0.0 0.0 0.104
H 3.000794 -2.830829 2.287468 0.0 0.0 0.0 0.117
H 1.362051 -4.412315 1.315630 0.0 0.0 0.0 0.124
Cl 2.690916 3.496378 -0.048359 0.0 0.0 0.0 0.627
C 3.176554 2.647510 1.406341 0.0 0.0 0.0 -0.902
Cl 1.828489 2.436463 2.576102 0.0 0.0 0.0 0.625
H 3.920224 3.235391 1.930856 0.0 0.0 0.0 0.040
H 3.549773 1.663472 1.147881 0.0 0.0 0.0 0.035
S -4.296652 1.981133 -1.112610 -0.1 0.1 0.1 0.632
C -4.357395 2.696622 0.312406 0.1 -0.1 -0.2 -0.888
N -4.391854 3.257079 1.358565 0.1 0.0 0.0 0.111
```
Forces are in eV/Å.

Results
Maximum force = 0.9 eV/A
Expectation value of S² = 3.7865
Charge = +1
Kohn-Sham gap (alpha / beta) = 6.640 / 6.594 eV
LUMO (alpha / beta) = -3.69 / -3.81 eV
Calculated total energy = -118499.767 eV
2S+1 = 4

=====

3.
A molecular structure, C26H24Cl2N6O3S2Ti in a non-equilibrium geometry, computed with wB97M-V/def2-TZVPD.

Structure (XYZ):
```
64
Properties=species:S:1:pos:R:3:forces:R:3:lowdin_charge:R:1
Ti 0.598533 -0.457187 0.505758 -1.1 -1.3 0.9 0.749
N 0.112387 -0.961982 5.072454 0.0 0.1 -0.1 0.005
C 0.342428 -1.093982 3.685051 0.1 0.1 0.1 -0.876
S 1.650344 -0.117595 3.045517 -0.3 -0.2 0.1 0.552
N -0.470008 -1.895228 3.090015 0.1 -0.1 -0.4 -0.010
N -0.191872 -2.227976 1.740818 -0.1 0.3 0.2 -0.140
C -1.228725 -2.142667 0.880203 0.3 0.2 0.4 -0.169
C -2.382465 -1.273549 1.105145 0.0 -0.2 0.1 -0.169
C -3.698978 -1.642058 0.861522 -0.1 0.0 0.0 -0.071
C -4.761435 -0.799261 1.188475 0.1 0.0 0.0 -0.154
C -4.487481 0.422364 1.798689 0.1 0.0 0.0 -0.135
C -3.177215 0.833412 2.016127 -0.3 0.0 -0.1 -0.033
C -2.098757 0.036409 1.596583 0.3 -0.1 0.2 -0.384
O -0.868489 0.448912 1.617528 -0.7 0.6 0.1 -0.270
H 0.934635 -0.643198 5.558246 0.0 0.0 0.0 0.027
H -0.296900 -1.799862 5.459929 0.0 0.0 0.0 0.054
H -1.252666 -2.895489 0.099165 0.0 0.2 -0.2 0.101
H -3.894973 -2.621886 0.434133 0.0 0.0 0.0 0.096
H -5.783725 -1.101747 0.992060 0.0 0.0 0.0 0.069
H -5.305011 1.075216 2.089643 0.0 0.0 0.0 0.079
H -2.961441 1.793727 2.469931 0.0 0.0 0.0 0.103
S -2.057701 0.796999 -3.352886 -0.1 0.1 -0.1 1.075
C -2.311843 2.108288 -2.251706 -0.2 0.3 0.0 -0.468
C -3.105740 3.247545 -2.397873 0.1 -0.2 0.0 -0.112
C -3.121027 4.165120 -1.365879 0.0 0.1 0.1 -0.114
C -2.366826 3.955076 -0.202824 0.0 0.0 -0.1 -0.082
C -1.590954 2.821956 -0.052392 -0.1 0.1 0.0 -0.039
C -1.562935 1.897478 -1.092480 0.4 -0.5 0.1 -0.254
N -0.809163 0.722851 -1.096779 -0.1 0.2 0.0 0.080
C -0.958920 0.070181 -2.197379 0.3 -0.6 -0.1 -0.492
C -0.259597 -1.209427 -2.446520 -0.4 0.6 0.1 -0.248
C -0.436679 -1.866844 -3.664780 0.0 -0.1 -0.1 -0.096
C 0.197010 -3.074382 -3.889307 0.0 0.1 0.1 -0.131
C 0.995991 -3.593130 -2.867069 0.0 -0.1 -0.2 -0.121
C 1.158882 -2.914784 -1.671563 -0.1 0.3 0.2 -0.109
C 0.540405 -1.672228 -1.385031 0.0 -0.3 -0.4 -0.105
H -3.690741 3.404797 -3.295711 0.0 0.0 0.0 0.093
H -3.727203 5.059089 -1.456631 0.0 0.0 0.0 0.087
H -2.396161 4.686272 0.595841 0.0 0.0 0.0 0.101
H -1.025201 2.603009 0.844680 0.0 0.0 0.0 0.075
H -1.065012 -1.439451 -4.441682 0.0 0.0 0.0 0.071
H 0.073902 -3.600752 -4.828446 0.0 0.0 0.0 0.079
H 1.494423 -4.548079 -3.013067 0.0 0.0 0.0 0.083
H 1.782325 -3.373911 -0.910585 0.0 0.0 0.0 0.079
C 4.796642 -1.997308 0.351035 0.0 -0.1 0.0 -0.020
C 3.483481 -1.284803 0.257802 0.2 0.3 -0.3 -0.307
N 2.406554 -1.718531 0.776176 -0.1 0.1 -0.4 -0.176
O 2.400000 -2.913338 1.431770 -0.1 -0.1 0.0 -0.077
C 3.349918 0.007470 -0.442919 -0.1 -0.2 0.1 -0.288
C 4.453500 0.637100 -1.221955 0.2 0.0 0.0 -0.053
N 2.161941 0.560731 -0.401732 1.1 0.8 -0.5 -0.210
O 1.967805 1.682018 -1.031160 0.1 -0.1 0.0 -0.218
H 4.642461 -3.029342 0.658840 0.0 0.0 0.0 0.067
H 5.439281 -1.513589 1.092866 0.0 0.0 0.0 0.085
H 5.315542 -1.980508 -0.609012 0.0 0.0 0.0 0.071
H 1.418553 -2.930161 1.659248 0.1 -0.1 0.0 0.061
H 5.435192 0.342617 -0.844053 0.0 0.0 0.0 0.059
H 4.348257 1.721371 -1.166739 0.0 0.0 0.0 0.063
H 4.403157 0.376536 -2.286694 0.0 0.0 0.0 0.080
Cl 1.714167 5.847537 0.944978 0.0 -0.3 0.0 0.399
C 1.471053 4.106771 0.449660 0.2 0.2 -0.1 -0.995
Cl 1.450549 3.005712 1.796410 0.0 0.1 0.2 0.585
H 2.282476 3.831070 -0.210209 0.0 0.0 0.0 0.006
H 0.524041 4.066579 -0.071220 0.0 0.0 0.0 -0.005
```
Forces are in eV/Å.

Results
Maximum force = 1.9 eV/A
Expectation value of S² = 2.0128
Charge = -2
Kohn-Sham gap (alpha / beta) = 4.125 / 5.452 eV
LUMO (alpha / beta) = 4.25 / 4.25 eV
Calculated total energy = -112265.195 eV
2S+1 = 3

=====

4.
A molecular structure, C26H24CrN5O3S2 in a non-equilibrium geometry, computed with wB97M-V/def2-TZVPD.

Structure (XYZ):
```
61
Properties=species:S:1:pos:R:3:forces:R:3:lowdin_charge:R:1
Cr -0.706348 0.742825 0.727051 0.0 0.3 1.6 0.634
N 3.443147 1.801247 0.423998 -0.1 -0.1 0.0 0.154
C 3.700433 0.492440 0.082182 -0.1 -0.2 0.0 -0.198
C 4.884827 -0.183321 -0.126577 0.0 0.0 0.0 -0.052
C 4.810424 -1.535352 -0.479857 0.0 0.0 0.0 -0.137
C 3.576050 -2.153470 -0.625811 0.1 0.1 -0.1 -0.111
C 2.382828 -1.463073 -0.423486 0.2 0.1 -0.1 -0.041
C 2.424631 -0.124223 -0.037963 0.4 -0.1 -0.1 -0.199
N 1.423704 0.778186 0.254685 0.5 0.0 -0.5 0.052
C 2.068092 1.947536 0.520340 0.2 0.6 0.1 -0.271
C 1.421576 3.142018 0.820237 0.4 0.1 0.0 -0.359
C 1.889495 4.456830 1.009601 -0.1 -0.1 0.0 -0.396
S 0.519778 5.510748 1.184399 0.1 0.0 0.0 0.910
C -0.541720 4.148929 1.026389 0.2 0.0 0.3 -0.446
N 0.057000 3.023856 0.878537 -0.9 0.1 -0.3 -0.010
H 4.114756 2.526746 0.585887 0.0 0.0 0.0 0.145
H 5.841649 0.314887 -0.019460 0.0 0.0 0.0 0.095
H 5.720001 -2.099045 -0.645365 0.0 0.0 0.0 0.083
H 3.539403 -3.199620 -0.908008 0.0 0.0 0.0 0.088
H 1.408370 -1.927137 -0.527485 2.1 0.4 -0.5 0.041
H 2.897068 4.834510 0.998834 0.0 0.0 0.0 0.031
H -1.614458 4.249919 1.105531 0.0 0.0 0.0 0.086
O -4.040525 2.893070 -0.837374 -0.1 0.1 0.0 0.004
C -2.940883 2.341255 -0.787525 -0.2 -0.2 0.1 -0.615
O -2.490663 1.744100 0.249941 0.6 -0.1 -0.9 -0.174
C -2.109660 2.373273 -2.079160 0.0 0.1 0.0 -0.106
C -2.654299 3.062856 -3.161602 0.0 0.0 0.0 -0.031
C -1.982613 3.159350 -4.369178 0.0 0.0 0.0 -0.094
C -0.738452 2.562961 -4.525503 0.0 0.0 0.0 -0.107
C -0.181021 1.869058 -3.463816 -0.1 0.1 0.0 -0.081
C -0.865551 1.781037 -2.259127 0.0 -0.1 0.1 -0.037
H -3.622056 3.522789 -3.015639 0.0 0.0 0.0 0.109
H -2.428849 3.705894 -5.191362 0.0 0.0 0.0 0.093
H -0.205412 2.641339 -5.465116 0.0 0.0 0.0 0.092
H 0.791736 1.403222 -3.557754 0.0 0.0 0.0 0.102
H -0.349888 1.231815 -1.481883 -0.1 0.0 0.1 0.060
C -4.962529 -0.329137 0.472964 0.0 0.0 0.0 -0.387
S -3.330806 -1.084840 0.450122 -0.1 -0.2 -0.1 0.787
C -3.830961 -2.805131 0.233395 -0.1 0.0 0.0 -0.422
H -5.497411 -0.516306 -0.458904 0.0 0.0 0.0 0.038
H -4.801082 0.741779 0.585743 0.0 0.0 0.0 0.021
H -5.540568 -0.709726 1.315854 0.0 0.0 0.0 0.033
H -4.449433 -3.138631 1.068320 0.0 0.0 0.0 0.029
H -2.931688 -3.419575 0.211132 0.0 0.0 0.0 0.009
H -4.380989 -2.947379 -0.698818 0.0 0.0 0.0 0.029
O -0.879839 0.596831 2.338367 0.0 -0.1 -0.2 -0.484
N 0.273833 -3.593020 0.040290 -0.3 -0.4 0.0 0.123
C -0.215930 -2.371002 -0.298321 -1.4 -0.2 0.4 -0.236
N -0.129040 -1.501731 0.662329 -1.0 -0.2 0.5 0.036
C 0.461219 -2.174407 1.731562 -0.2 -0.7 -0.3 -0.190
C 0.743743 -1.772927 3.032931 0.2 0.3 0.1 0.013
C 1.331055 -2.689564 3.884015 -0.1 0.1 -0.1 -0.081
C 1.586804 -4.006987 3.484886 -0.1 -0.1 -0.1 -0.102
C 1.257136 -4.443734 2.215851 0.2 -0.2 0.0 -0.034
C 0.719927 -3.507866 1.344866 -0.2 0.6 0.1 -0.191
H 0.257859 -4.407213 -0.545915 0.1 0.0 0.0 0.158
H -0.624758 -2.167781 -1.276404 0.0 0.0 0.0 0.154
H 0.485128 -0.766674 3.332579 0.0 0.0 0.0 0.091
H 1.575160 -2.381470 4.892236 0.0 0.0 0.0 0.097
H 2.028542 -4.706653 4.182958 0.0 0.0 0.0 0.094
H 1.412051 -5.474323 1.919398 0.1 0.0 0.0 0.101
```
Forces are in eV/Å.

Results
Maximum force = 2.2 eV/A
Expectation value of S² = 6.0960
Charge = -1
Kohn-Sham gap (alpha / beta) = 4.013 / 7.061 eV
LUMO (alpha / beta) = 2.33 / 2.32 eV
Calculated total energy = -91038.228 eV
2S+1 = 5